(i)
This record from the OMol25 dataset describes a 2-piece molecular cluster, C3H2O2S overall. The level of theory is the ωB97M-V functional and the def2-TZVPD basis.

Summary:
LUMO level (eV): 0.6
Kohn-Sham gap (eV): 9.87
HOMO level (eV): -9.30
SMILES: C=C=O.O=C=S

ORCA input file:
```
! wB97M-V def2-TZVPD RIJCOSX def2/J DEFGRID3
* xyz 0 1
S -1.96611 -0.51831 1.02931
O 0.63135 2.22910 0.53432
O -1.19502 -0.64089 -1.54671
C 1.02466 1.14759 0.34345
C 1.00771 -0.13289 0.09447
C -1.45765 -0.57546 -0.45021
H 0.83295 -0.91603 0.81138
H 1.12211 -0.59310 -0.81602
*
```

=====

(ii)
This record from the OMol25 dataset describes a 2-piece molecular cluster, C3H2O2S overall. The level of theory is the ωB97M-V functional and the def2-TZVPD basis.

Summary:
LUMO level (eV): 0.6
Kohn-Sham gap (eV): 10.01
HOMO level (eV): -9.38
SMILES: C=C=O.O=C=S

ORCA input file:
```
! wB97M-V def2-TZVPD RIJCOSX def2/J DEFGRID3
* xyz 0 1
S -1.96899 -1.45497 -1.98074
O -0.27841 -1.29091 0.81569
O -1.54959 1.14610 -1.58388
C -1.78125 0.02841 -1.73879
C 1.45098 0.42272 1.14329
C 0.59999 -0.54819 0.94496
H 1.57534 0.92790 2.16083
H 1.95193 0.76895 0.23863
*
```

=====

Stability verdict: (ii), ahead by 0.534 eV

=====

(i)
This record from the OMol25 dataset describes a 2-piece molecular cluster, C2HNO2S overall. The level of theory is the ωB97M-V functional and the def2-TZVPD basis.

Summary:
LUMO level (eV): 0.3
Kohn-Sham gap (eV): 9.18
HOMO level (eV): -8.93
SMILES: C#[N+][S-].O=C=O

ORCA input file:
```
! wB97M-V def2-TZVPD RIJCOSX def2/J DEFGRID3
* xyz 0 1
S -2.08259 1.66446 0.61282
O -3.54282 -0.63559 -1.02938
O -3.58177 -1.41770 1.12458
N -1.31099 1.12931 -0.58672
C -3.54012 -0.99738 0.06621
C -0.79177 0.84494 -1.63931
H -0.15808 0.35103 -2.29282
*
```

=====

(ii)
This record from the OMol25 dataset describes a 2-piece molecular cluster, C2HNO2S overall. The level of theory is the ωB97M-V functional and the def2-TZVPD basis.

Summary:
LUMO level (eV): 0.1
Kohn-Sham gap (eV): 10.83
HOMO level (eV): -10.71

ORCA input file:
```
! wB97M-V def2-TZVPD RIJCOSX def2/J DEFGRID3
* xyz 0 1
S -2.89087 0.64022 0.18239
O -3.51374 -0.50835 2.52883
O 0.26443 -0.60682 -0.05497
N 0.34985 -0.38713 1.24317
C 0.50330 -0.29006 2.40356
C -3.19715 -0.10210 1.50075
H 0.78894 0.07384 -0.53488
*
```

=====

Stability verdict: (i), ahead by 1.769 eV

=====

(i)
This record from the OMol25 dataset describes a 2-piece molecular cluster, C5H10FP overall. The level of theory is the ωB97M-V functional and the def2-TZVPD basis.

Summary:
LUMO level (eV): 0.9
Kohn-Sham gap (eV): 9.46
HOMO level (eV): -8.53

ORCA input file:
```
! wB97M-V def2-TZVPD RIJCOSX def2/J DEFGRID3
* xyz 0 1
P -1.57214 -1.52884 -0.31804
F -2.28766 0.52490 1.21975
C -1.49816 1.32856 -0.87109
C 1.38073 -0.40237 0.34513
C -1.48064 0.24326 0.15757
C 2.86319 -0.55205 0.50593
C 0.56991 0.32125 1.06282
H 3.35395 -0.20868 -0.40516
H -1.82868 -1.29282 -1.67115
H 0.97347 -0.97471 -0.49027
H 3.11677 -1.60197 0.64634
H 0.63588 0.97209 1.90319
H -2.51520 1.46344 -1.24857
H -0.84313 1.06290 -1.69716
H -1.16506 2.27114 -0.43543
H -2.93889 -1.65084 -0.05348
H 3.23564 0.02475 1.34960
*
```

=====

(ii)
This record from the OMol25 dataset describes a 2-piece molecular cluster, C5H10FP overall. The level of theory is the ωB97M-V functional and the def2-TZVPD basis.

Summary:
LUMO level (eV): 0.3
Kohn-Sham gap (eV): 9.86
HOMO level (eV): -9.56

ORCA input file:
```
! wB97M-V def2-TZVPD RIJCOSX def2/J DEFGRID3
* xyz 0 1
P -1.78303 1.39097 -0.15814
F -1.40135 -1.30804 -1.01338
C -0.89558 -0.14754 0.31346
C -1.80060 -0.56882 1.53445
C 2.71359 0.05865 -0.77503
C 0.57078 -0.25824 0.32994
C 1.27776 0.20286 -0.69570
H 3.16157 0.51743 0.11708
H -2.76616 -0.53401 1.13733
H -1.62820 -1.54142 1.85540
H -2.63724 0.78403 -0.84877
H 0.99008 -0.81045 1.15779
H 0.73155 0.74321 -1.56699
H 3.04602 -0.98135 -0.78404
H -1.62308 0.03258 2.36839
H 3.09089 0.51742 -1.77814
H -1.04701 1.90272 -1.19363
*
```

=====

Stability verdict: (ii), ahead by 0.476 eV

=====

(i)
This record from the OMol25 dataset describes an isolated ion of composition C2H3N4 and charge +1. The level of theory is the ωB97M-V functional and the def2-TZVPD basis.

Summary:
LUMO level (eV): -5.5
Kohn-Sham gap (eV): 9.52
HOMO level (eV): -14.98

ORCA input file:
```
! wB97M-V def2-TZVPD RIJCOSX def2/J DEFGRID3
* xyz 1 1
N -1.48782 -0.83173 1.29781
N 1.63936 0.35622 -1.73956
N 0.54190 0.97910 -1.21587
N -0.06487 0.43363 -0.10391
C 2.69498 -0.03289 -1.31996
C -0.95281 -0.15452 0.40982
H -2.25910 -1.08273 1.85602
H 0.94139 1.93583 -1.00118
H -1.05303 -1.60292 1.81683
*
```

=====

(ii)
This record from the OMol25 dataset describes an isolated ion of composition C2H3N4 and charge +1. The level of theory is the ωB97M-V functional and the def2-TZVPD basis.

Summary:
LUMO level (eV): -5.5
Kohn-Sham gap (eV): 8.92
HOMO level (eV): -14.40

ORCA input file:
```
! wB97M-V def2-TZVPD RIJCOSX def2/J DEFGRID3
* xyz 1 1
N 1.24350 -1.10550 1.11020
N -0.97810 -0.17866 0.77844
N -1.22875 0.97444 -1.03679
N -0.35427 1.22095 -1.79085
C -1.76871 0.26815 -0.22391
C 0.15585 -0.53855 0.76498
H 2.14660 -0.74970 1.35537
H 1.22079 -2.18646 1.19125
H -0.43689 2.29533 -2.14869
*
```

=====

Stability verdict: (ii), ahead by 1.358 eV

=====

(i)
This record from the OMol25 dataset describes an isolated ion of composition C7H12NO4 and charge +1. The level of theory is the ωB97M-V functional and the def2-TZVPD basis.

Summary:
LUMO level (spin up / spin down) (eV): -4.0 / -4.0
Kohn-Sham gap (spin up / spin down) (eV): 8.60 / 8.51
HOMO level (spin up / spin down) (eV): -12.58 / -12.49

ORCA input file:
```
! wB97M-V def2-TZVPD RIJCOSX def2/J DEFGRID3
* xyz 1 1
O -0.88288 2.66276 -0.10073
O -2.15167 -1.26760 0.13383
O 1.40985 -2.25168 0.58408
O -2.77771 0.85382 0.03416
N 2.52313 -0.35610 -0.27755
C 1.40678 1.93638 -0.03795
C 1.50118 -1.41002 -0.44145
C 2.34968 0.78682 0.62776
C -0.58798 0.36974 -0.16597
C -0.03444 1.56543 -0.08615
C -1.91866 -0.04759 0.00107
C -3.59179 -1.52860 0.03525
H -3.79659 -2.70868 0.17887
H 1.34356 -1.64783 -1.49303
H 2.62556 -0.01103 -1.19011
H 3.32004 1.26028 0.98728
H -1.84042 2.25593 -0.10731
H 1.71315 2.17125 -1.12499
H 1.47625 2.86122 0.53998
H 1.80275 0.38901 1.47675
H 0.83354 -2.96730 0.66180
H -4.06644 -1.19652 -0.88452
H 3.38787 -0.83507 -0.05890
H -4.04478 -0.88461 0.70782
*
```

=====

(ii)
This record from the OMol25 dataset describes an isolated ion of composition C7H12NO4 and charge +1. The level of theory is the ωB97M-V functional and the def2-TZVPD basis.

Summary:
LUMO level (eV): -3.1
Kohn-Sham gap (eV): 11.69
HOMO level (eV): -14.76
SMILES: CO[C@@]12[NH2+][C@]1(O)C(C)(C)C(=O)O2

ORCA input file:
```
! wB97M-V def2-TZVPD RIJCOSX def2/J DEFGRID3
* xyz 1 1
O -2.50695 0.14759 0.06823
O 1.21498 2.64594 0.16610
O -0.14593 -1.83412 -0.53455
O -0.83108 1.59058 0.31818
N -0.67999 -0.61761 1.43237
C -1.23683 0.30920 0.27896
C 0.56340 1.68638 0.10627
C 2.22203 -0.21429 0.77207
C 1.09205 0.25052 -0.09713
C -0.16786 -0.65526 -0.01543
C 1.53294 0.40126 -1.63707
C -3.28266 1.25177 -0.46554
H 1.73027 1.47926 -1.76162
H 2.40303 -1.17478 0.45050
H -1.37324 -1.20265 1.85963
H -0.01660 -0.16763 2.16634
H 0.70021 -0.00008 -2.35731
H 3.14764 0.38917 0.66258
H 2.48549 -0.26619 -1.88819
H -2.67108 1.85942 -0.97944
H -4.11238 0.81374 -1.16759
H -0.97669 -2.21612 -0.87788
H 2.09092 -0.28479 1.95350
H -3.97485 1.60421 0.33261
*
```

=====

Stability verdict: (ii), ahead by 2.504 eV

=====

(i)
This record from the OMol25 dataset describes a 2-piece molecular cluster, C10H10ClNO overall. The level of theory is the ωB97M-V functional and the def2-TZVPD basis.

Summary:
LUMO level (eV): 0.1
Kohn-Sham gap (eV): 8.08
HOMO level (eV): -8.02
SMILES: O=Cc1ccccc1.CC(Cl)=C=N

ORCA input file:
```
! wB97M-V def2-TZVPD RIJCOSX def2/J DEFGRID3
* xyz 0 1
Cl -2.09329 3.79905 -0.44852
O -0.16807 1.48984 -0.18816
N -0.28823 3.47959 -3.31963
C -1.99679 2.67496 -1.74397
C 1.41378 -1.88754 2.71378
C -0.42312 0.50142 0.48608
C 1.78025 -0.68162 0.10234
C -2.95129 1.46583 -1.84879
C 2.74119 -1.47869 0.70730
C 2.54351 -2.05708 1.96975
C 0.40530 -1.13820 2.12552
C -1.12068 2.94600 -2.62511
C 0.58147 -0.53557 0.87478
H -3.98946 1.71215 -1.92841
H -2.77290 0.87805 -0.95413
H 0.70583 3.21368 -3.38845
H 3.27636 -2.62359 2.34817
H 1.89132 -0.15219 -0.75992
H 3.76973 -1.72836 0.24453
H -2.74098 0.98174 -2.74300
H 1.36729 -2.34045 3.60757
H -0.51516 -0.85508 2.53955
H -1.53640 0.25964 0.87610
*
```

=====

(ii)
This record from the OMol25 dataset describes a 2-piece molecular cluster, C10H10ClNO overall. The level of theory is the ωB97M-V functional and the def2-TZVPD basis.

Summary:
LUMO level (eV): 0.1
Kohn-Sham gap (eV): 8.34
HOMO level (eV): -8.25
SMILES: O=Cc1ccccc1.CC(Cl)=C=N

ORCA input file:
```
! wB97M-V def2-TZVPD RIJCOSX def2/J DEFGRID3
* xyz 0 1
Cl 1.88918 -0.83545 1.34470
O 0.92450 -0.11456 -2.06225
N 4.39081 -1.31723 -1.34143
C -3.00800 -1.53937 0.23050
C 2.66615 1.48435 0.03141
C -1.77127 0.24373 1.24692
C 2.74891 -0.05892 0.06920
C -0.05340 -0.75446 -1.88622
C -0.91419 0.23095 0.19345
C -2.16151 -1.59051 -0.79668
C -2.89155 -0.62092 1.23439
C -1.06605 -0.76840 -0.79134
C 3.57370 -0.69452 -0.70372
H -1.69454 1.00793 1.99571
H -3.59810 -0.55695 2.00080
H -2.19861 -2.41541 -1.57256
H 4.08023 -1.84160 -2.10274
H -0.44387 -1.40640 -2.72441
H 3.06432 1.54984 -0.92929
H 1.76675 2.02825 0.08022
H -0.28478 1.04458 -0.05224
H 3.37878 1.93931 0.73080
H -3.82050 -2.21565 0.18439
*
```

=====

Stability verdict: (ii), ahead by 0.271 eV

=====

(i)
This record from the OMol25 dataset describes a 6-piece molecular cluster, CH14N2O4 overall. The level of theory is the ωB97M-V functional and the def2-TZVPD basis.

Summary:
LUMO level (eV): -5.5
Kohn-Sham gap (eV): 3.87
HOMO level (eV): -9.34

ORCA input file:
```
! wB97M-V def2-TZVPD RIJCOSX def2/J DEFGRID3
* xyz 0 1
O 0.53719 2.43378 -0.14311
O 1.53093 -0.59840 1.01750
O 0.87702 1.71349 2.12708
O 0.01891 -2.52558 -0.06603
N 0.26661 0.65825 -2.15850
N -1.17582 -0.20282 -0.46756
C -0.47880 -0.44850 -1.65929
H -0.71079 0.53873 0.00174
H 0.72533 1.97723 1.13182
H 0.94100 0.00694 1.46890
H 0.20824 -1.31646 -1.53330
H -0.97900 -1.08837 0.01200
H -1.24420 -0.65254 -2.42846
H 1.15037 -1.43934 0.71640
H 0.39080 -3.35221 0.23650
H 0.16892 2.17336 2.64495
H 0.84359 3.30973 -0.30331
H 1.25476 0.79826 -1.92782
H -0.21002 1.53151 -1.99989
H -1.88329 -1.87179 1.92796
H -2.23176 -1.64528 1.40243
*
```

=====

(ii)
This record from the OMol25 dataset describes a 5-piece molecular cluster, CH14N2O4 overall. The level of theory is the ωB97M-V functional and the def2-TZVPD basis.

Summary:
LUMO level (eV): 0.8
Kohn-Sham gap (eV): 9.93
HOMO level (eV): -9.14
SMILES: NCN.O.O.O.O

ORCA input file:
```
! wB97M-V def2-TZVPD RIJCOSX def2/J DEFGRID3
* xyz 0 1
O -2.81618 0.37781 -0.69076
O -0.89806 2.19641 -1.61800
O -1.76480 -2.00759 1.38148
O 1.11211 0.68806 -2.68308
N 0.98066 -0.41656 -0.01350
N 1.45329 -0.73615 2.35366
C 1.95687 -0.37441 1.03453
H -2.16824 -2.86705 1.53946
H 1.44080 0.33891 -1.83365
H 0.42766 -1.26512 0.03884
H -0.18082 1.69811 -2.05561
H 2.45410 0.60737 0.97898
H 0.26740 0.30643 0.01965
H -2.51921 -1.44629 1.16698
H -2.27564 1.05266 -1.13417
H 2.20114 -0.79933 3.02463
H 0.73380 -0.13121 2.71325
H 1.02247 -0.05452 -3.29960
H -0.63626 3.12065 -1.55399
H -3.53626 0.81991 -0.21804
H 2.74516 -1.10808 0.84893
*
```

=====

Stability verdict: (ii), ahead by 9.733 eV